Entry 1:
# C4H7ClN2

A cluster of 2 separate species, C4H7ClN2 in total (ωB97M-V/def2-TZVPD, OMol25).

XYZ file:
```
14
Properties=species:S:1:pos:R:3:nbo_charge:R:1
C 0.8435 -1.5056 0.5802 -0.0800
C 1.5895 -1.1988 -0.5149 -0.1202
C -0.0071 0.3439 -0.1919 0.3809
C -0.6750 1.6136 -0.4387 -0.6589
N -0.1167 -0.5492 0.7513 -0.5189
N 1.0200 -0.0064 -1.0107 -0.5398
Cl -2.9829 -0.1277 2.0851 -0.3584
H 0.9486 -2.3825 1.2448 0.2187
H -1.7815 -0.5378 1.7805 0.3133
H 2.3841 -1.7872 -1.0062 0.2270
H -1.6711 1.6306 -0.0420 0.2578
H -0.5063 1.7566 -1.4909 0.2144
H -0.1819 2.2831 0.2436 0.2406
H 1.1369 0.4675 -1.9902 0.4234
```

Computed properties:
frontier orbital gap: 9.686 eV
LUMO energy: 0.68 eV
total energy: -726.3207 Ha
max |F|: 3.20 eV Å⁻¹
energy relative to the best compared isomer or geometry (same formula, charge and spin): 0.540 eV
HOMO energy: -9.0 eV

***

Entry 2:
# C25H25FeO3

A structure of composition C25H25FeO3 (ωB97M-V/def2-TZVPD, OMol25).

XYZ file:
```
54
Properties=species:S:1:pos:R:3:nbo_charge:R:1
C -2.3067 0.8217 2.4615 -0.6522
C -1.5981 -0.2567 1.6859 0.0574
C -2.2797 -1.3774 1.3159 -0.5745
C -0.1773 -0.0002 1.2733 -0.8252
Fe 1.3452 -0.3201 2.5191 0.2485
C 0.7369 0.9986 3.6489 0.5538
O 0.4104 1.9703 4.2056 -0.5862
C 2.3881 0.8442 1.5069 0.5539
O 2.7939 1.6872 0.8246 -0.5729
C 1.2774 -2.3579 2.2885 -0.3107
C 0.8321 -1.9684 3.5971 -0.3400
C 1.9008 -1.2312 4.2309 -0.3116
C 3.0049 -1.1763 3.3136 -0.3449
C 2.6165 -1.8619 2.1071 -0.3537
H -1.7574 1.7683 2.4581 0.2071
H -3.3008 1.0321 2.0404 0.2087
H -2.4743 0.5087 3.5025 0.2089
H -1.7981 -2.1854 0.7712 0.1851
H -3.3119 -1.5190 1.6544 0.1721
H 0.0841 -0.6221 0.4025 0.1985
H -0.0534 1.0625 1.0223 0.1799
H 0.7324 -2.9907 1.5871 0.2250
H -0.1158 -2.2434 4.0626 0.2293
H 1.9264 -0.8966 5.2669 0.2192
H 3.9946 -0.7743 3.5330 0.2174
H 3.2649 -2.0668 1.2556 0.2185
C -6.8111 -6.5464 -3.3606 -0.2537
O -6.2202 -5.3327 -3.8603 -0.4991
C -6.0648 -4.2790 -3.0199 0.3048
C -5.4081 -3.1253 -3.5323 -0.2711
C -5.1459 -2.0695 -2.6986 -0.1497
C -5.5170 -2.0617 -1.3128 -0.1313
C -5.0425 -0.9567 -0.5406 -0.1000
C -5.6206 -0.3836 0.6376 -0.1010
C -5.4272 1.0096 0.9033 -0.1810
C -5.8130 1.5792 2.1103 -0.2142
C -6.4413 0.7852 3.0880 -0.2219
C -6.7096 -0.5583 2.8241 -0.2339
C -6.3050 -1.1451 1.6324 -0.1443
C -6.3135 -3.1636 -0.8792 -0.1169
C -6.5415 -4.2628 -1.6861 -0.3318
H -6.7561 -7.2534 -4.1878 0.1975
H -6.2547 -6.9354 -2.4947 0.1830
H -7.8601 -6.3793 -3.0752 0.1758
H -5.1297 -3.1120 -4.5857 0.2207
H -4.6395 -1.1907 -3.0888 0.2111
H -4.2475 -0.3705 -1.0164 0.2108
H -4.9479 1.6126 0.1313 0.2138
H -5.6436 2.6424 2.2917 0.2145
H -6.7612 1.2369 4.0255 0.2070
H -7.2625 -1.1658 3.5476 0.2059
H -6.4755 -2.2033 1.4758 0.1882
H -6.7560 -3.1825 0.1064 0.1929
H -7.1203 -5.1170 -1.3079 0.2123
```

Computed properties:
frontier orbital gap (spin up / spin down): 3.185 / 4.996 eV
LUMO energy (spin up / spin down): 2.24 / 1.43 eV
2S+1: 5
total energy: -2456.8721 Ha
max |F|: 4.91 eV Å⁻¹
total charge: -1
HOMO energy (spin up / spin down): -0.9 / -3.6 eV

***

Entry 3:
# C15H14N4O5

A structure of composition C15H14N4O5 (ωB97M-V/def2-TZVPD, OMol25).

XYZ file:
```
38
Properties=species:S:1:pos:R:3:nbo_charge:R:1
C -3.3423 -3.1995 1.6061 -0.2356
H -4.0840 -3.1189 2.2048 0.1818
H -3.5508 -3.6930 0.6273 0.1866
H -2.4932 -3.7064 1.9878 0.1877
O -2.9217 -2.0934 0.9635 -0.4991
C -3.9178 -1.2329 0.5590 0.8007
O -5.0873 -1.6358 0.4677 -0.6059
C -3.3326 0.1771 0.0142 -0.2460
C -4.0275 1.2018 -0.6020 0.3107
O -3.1020 2.1698 -0.6940 -0.3798
C -1.9967 2.0812 -0.1336 0.2335
C -2.0869 0.7245 0.2630 -0.2504
H -1.1702 -0.0899 0.7337 0.2205
C -0.8174 2.9802 -0.1928 -0.0662
H -0.8582 3.5260 0.5287 0.1919
H -1.0248 3.4651 -1.0072 0.1992
O 0.4645 2.0891 -0.2657 -0.4713
C 1.0565 2.0201 0.9099 0.7355
O 0.8325 2.5702 1.8386 -0.5092
C 2.3196 1.3699 0.6972 0.1964
N 2.3353 0.2615 -0.3172 -0.2957
N 3.5261 -0.0366 -0.0059 -0.1477
C 4.2224 -1.0606 -0.7278 0.2545
C 5.5048 -1.2942 -0.3572 -0.2937
C 6.2245 -0.2808 0.0910 0.0187
N 5.7281 0.5761 0.9230 -0.3209
C 4.3657 0.5388 0.6978 0.4148
N 3.5522 1.7923 1.1289 -0.3868
H 7.2016 -0.6057 0.6510 0.2061
H 6.1413 -2.1935 -0.9213 0.2401
C 3.3928 -1.9084 -1.7141 -0.6411
H 2.5338 -2.4724 -1.2097 0.2483
H 2.9602 -1.3607 -2.4176 0.2318
H 3.9427 -2.9412 -2.1413 0.2299
C -5.4037 1.2160 -0.9863 -0.5612
H -5.8393 2.3067 -0.4521 0.1898
H -5.8602 0.3573 -0.9528 0.2464
H -5.3877 1.5004 -1.7946 0.1857
```

Computed properties:
frontier orbital gap: 7.849 eV
LUMO energy: -0.50 eV
total energy: -1174.6990 Ha
max |F|: 16.21 eV Å⁻¹
energy relative to the best compared isomer or geometry (same formula, charge and spin): 13.531 eV
HOMO energy: -8.4 eV

***

Entry 4:
# C6H8N

The ion C6H8N with charge +1 (ωB97M-V/def2-TZVPD, OMol25).

XYZ file:
```
15
Properties=species:S:1:pos:R:3:nbo_charge:R:1
C 2.0129 0.1951 0.6303 0.3257
C -1.1507 0.3669 0.2482 -0.4703
C -0.8847 -1.1085 0.1382 -0.1176
C -0.0901 1.3410 -0.3308 -0.2673
C 0.3240 -1.6367 -0.1091 -0.2511
C 1.4634 -0.7269 -0.3487 -0.0883
N 1.1730 0.6815 -0.2177 -0.1739
H -2.2260 0.7077 -0.1822 0.2798
H -1.3266 0.6398 1.3983 0.2516
H 2.7252 0.3232 1.3221 0.2527
H -1.7460 -1.5277 0.4893 0.2365
H -0.2851 1.4043 -1.5148 0.2530
H -0.0807 2.4890 -0.0747 0.2833
H 0.5507 -2.6189 -0.3705 0.2476
H 2.1798 -1.0936 -1.2508 0.2383
```

Computed properties:
frontier orbital gap: 8.249 eV
LUMO energy: -5.76 eV
total energy: -287.7506 Ha
max |F|: 5.02 eV Å⁻¹
energy relative to the best compared isomer or geometry (same formula, charge and spin): 5.596 eV
total charge: +1
HOMO energy: -14.0 eV

***

Please write out number 4 again, unchanged.
# C6H8N

The ion C6H8N with charge +1 (ωB97M-V/def2-TZVPD, OMol25).

XYZ file:
```
15
Properties=species:S:1:pos:R:3:nbo_charge:R:1
C 2.0129 0.1951 0.6303 0.3257
C -1.1507 0.3669 0.2482 -0.4703
C -0.8847 -1.1085 0.1382 -0.1176
C -0.0901 1.3410 -0.3308 -0.2673
C 0.3240 -1.6367 -0.1091 -0.2511
C 1.4634 -0.7269 -0.3487 -0.0883
N 1.1730 0.6815 -0.2177 -0.1739
H -2.2260 0.7077 -0.1822 0.2798
H -1.3266 0.6398 1.3983 0.2516
H 2.7252 0.3232 1.3221 0.2527
H -1.7460 -1.5277 0.4893 0.2365
H -0.2851 1.4043 -1.5148 0.2530
H -0.0807 2.4890 -0.0747 0.2833
H 0.5507 -2.6189 -0.3705 0.2476
H 2.1798 -1.0936 -1.2508 0.2383
```

Computed properties:
frontier orbital gap: 8.249 eV
LUMO energy: -5.76 eV
total energy: -287.7506 Ha
max |F|: 5.02 eV Å⁻¹
energy relative to the best compared isomer or geometry (same formula, charge and spin): 5.596 eV
total charge: +1
HOMO energy: -14.0 eV

***

Q: The highest max |F| belongs to which entry?
A: C15H14N4O5

***

Q: Which formula does entry 3 have?
A: C15H14N4O5